The following is a DFT calculation (wB97M-V/def2-TZVPD) of a molecular structure, C57H130N17O17 at a distorted geometry.

- net charge = -1
- E_HOMO (eV) = -4.3
- ΔE to the lowest compared entry with this formula, charge and spin (kJ/mol) = 9584.5
- spin multiplicity = 1
- Kohn-Sham gap (eV) = 5.6

Positions of all 221 atoms, in Å:
C (-1.39, 1.62, -1.74)
C (-1.05, 0.68, -0.59)
C (-0.82, -0.68, -1.35)
C (-0.16, -1.79, -0.54)
C (1.18, -1.24, 0.11)
C (1.12, 0.11, 0.88)
N (0.21, 1.08, 0.15)
O (0.36, 2.49, 0.49)
C (2.56, 0.63, 1.03)
C (0.53, -0.17, 2.30)
C (-2.24, 0.53, 0.38)
H (-0.57, 1.85, -2.42)
H (-1.88, 2.53, -1.39)
H (-2.24, 1.18, -2.27)
H (-0.22, -0.51, -2.25)
H (-1.74, -1.21, -1.62)
H (0.09, -2.64, -1.18)
H (-0.83, -2.11, 0.25)
H (2.04, -1.24, -0.57)
H (1.58, -1.93, 0.85)
H (3.31, -0.16, 1.14)
H (2.70, 1.27, 1.90)
H (2.91, 1.26, 0.21)
H (1.28, -0.75, 2.84)
H (-0.40, -0.73, 2.24)
H (0.25, 0.71, 2.87)
H (-2.17, -0.07, 1.28)
H (-3.14, 0.10, -0.05)
H (-2.53, 1.52, 0.75)
C (1.57, 0.56, -2.34)
C (1.78, 2.07, -2.39)
O (2.20, 2.55, -3.46)
N (1.48, 2.74, -1.31)
C (1.58, 4.22, -1.11)
H (1.54, 0.23, -1.30)
H (2.46, 0.08, -2.75)
H (0.69, 0.43, -2.97)
H (0.96, 2.27, -0.58)
H (2.25, 4.44, -0.28)
H (0.62, 4.68, -0.86)
H (1.93, 4.78, -1.98)
C (5.22, -3.98, -1.63)
C (5.06, -2.80, -0.69)
O (5.53, -2.75, 0.48)
N (4.37, -1.77, -1.24)
C (3.97, -0.54, -0.50)
H (6.17, -4.40, -1.30)
H (5.35, -3.67, -2.67)
H (4.44, -4.73, -1.53)
H (3.99, -1.88, -2.17)
H (4.31, 0.35, -1.04)
H (4.37, -0.54, 0.51)
H (2.89, -0.64, -0.38)
C (-1.04, 1.38, 3.77)
C (-1.43, 2.70, 3.16)
O (-2.00, 3.54, 3.87)
N (-1.23, 2.81, 1.82)
C (-1.40, 4.01, 1.01)
H (-1.53, 0.55, 3.26)
H (-1.43, 1.34, 4.79)
H (0.05, 1.35, 3.72)
H (-0.95, 2.00, 1.28)
H (-0.78, 4.78, 1.47)
H (-2.45, 4.28, 1.15)
H (-1.21, 3.80, -0.04)
C (-6.95, -0.73, 1.17)
C (-5.46, -0.80, 0.95)
O (-4.98, -1.01, -0.17)
N (-4.71, -0.58, 2.06)
C (-3.27, -0.43, 1.95)
H (-7.40, 0.13, 0.67)
H (-7.05, -0.64, 2.25)
H (-7.28, -1.71, 0.84)
H (-5.10, -0.37, 2.97)
H (-2.82, -1.19, 1.31)
H (-2.87, -0.49, 2.97)
H (-3.10, 0.55, 1.51)
C (0.98, 3.02, -5.60)
C (-0.35, 3.26, -4.83)
O (-1.43, 3.26, -5.44)
N (-0.22, 3.41, -3.52)
C (-1.34, 3.47, -2.55)
H (1.68, 2.50, -4.94)
H (1.31, 4.02, -5.87)
H (0.93, 2.42, -6.51)
H (0.64, 3.52, -3.00)
H (-1.96, 4.34, -2.77)
H (-0.92, 3.66, -1.56)
H (-2.04, 2.64, -2.51)
C (-6.93, 1.50, -0.92)
C (-5.68, 1.42, -1.82)
O (-5.59, 2.11, -2.82)
N (-4.78, 0.48, -1.57)
C (-3.47, 0.29, -2.20)
H (-7.77, 1.76, -1.56)
H (-6.76, 2.34, -0.23)
H (-7.17, 0.58, -0.39)
H (-5.06, -0.16, -0.84)
H (-2.95, 1.22, -2.43)
H (-3.63, -0.20, -3.16)
H (-2.89, -0.41, -1.60)
C (4.36, 2.11, -1.30)
C (4.61, 1.75, 0.15)
O (4.97, 0.63, 0.42)
N (4.48, 2.78, 0.96)
C (4.63, 2.70, 2.39)
H (5.21, 1.86, -1.93)
H (4.05, 3.15, -1.39)
H (3.51, 1.54, -1.67)
H (4.18, 3.64, 0.53)
H (4.67, 3.67, 2.87)
H (5.58, 2.20, 2.60)
H (3.81, 2.15, 2.84)
C (5.40, -4.50, 2.78)
C (4.02, -3.95, 2.58)
O (3.03, -4.43, 3.18)
N (3.88, -2.87, 1.75)
C (2.68, -2.10, 1.51)
H (6.25, -3.97, 2.35)
H (5.52, -5.51, 2.39)
H (5.64, -4.57, 3.85)
H (4.69, -2.66, 1.20)
H (1.78, -2.66, 1.76)
H (2.57, -1.86, 0.45)
H (2.53, -1.16, 2.03)
C (3.47, -2.22, -5.39)
C (3.36, -1.94, -3.91)
O (4.40, -1.64, -3.31)
N (2.12, -1.99, -3.45)
C (1.77, -1.55, -2.13)
H (4.49, -2.21, -5.77)
H (2.95, -1.60, -6.11)
H (3.13, -3.24, -5.60)
H (1.33, -2.14, -4.06)
H (0.72, -1.23, -2.14)
H (2.47, -0.79, -1.81)
H (1.85, -2.31, -1.36)
C (2.09, -3.90, -0.54)
C (0.95, -4.09, 0.41)
O (0.77, -3.27, 1.29)
N (0.24, -5.21, 0.23)
C (-0.79, -5.65, 1.14)
H (1.99, -3.06, -1.22)
H (2.13, -4.77, -1.19)
H (3.02, -3.80, 0.02)
H (0.38, -5.79, -0.58)
H (-1.59, -6.17, 0.62)
H (-1.29, -4.92, 1.78)
H (-0.47, -6.51, 1.73)
C (-2.92, -2.14, -1.46)
C (-3.48, -3.32, -0.70)
O (-4.50, -3.93, -1.08)
N (-2.88, -3.76, 0.41)
C (-1.77, -3.10, 1.09)
H (-3.52, -2.00, -2.36)
H (-1.90, -2.42, -1.72)
H (-2.89, -1.21, -0.89)
H (-3.24, -4.57, 0.89)
H (-1.89, -2.08, 1.46)
H (-0.87, -3.09, 0.48)
H (-1.52, -3.74, 1.94)
C (2.08, -2.38, 4.28)
C (1.64, -0.96, 4.26)
O (0.46, -0.65, 4.50)
N (2.62, -0.05, 4.03)
C (2.43, 1.33, 3.97)
H (2.01, -2.73, 5.30)
H (3.14, -2.46, 4.06)
H (1.43, -2.96, 3.62)
H (3.56, -0.42, 3.97)
H (3.03, 1.81, 3.19)
H (2.76, 1.68, 4.95)
H (1.37, 1.52, 3.79)
C (-1.40, -0.74, -3.53)
C (-2.26, -1.73, -4.28)
O (-3.38, -1.40, -4.66)
N (-1.69, -2.92, -4.57)
C (-2.33, -3.90, -5.36)
H (-0.66, -1.36, -3.00)
H (-2.03, -0.13, -2.89)
H (-0.97, -0.11, -4.31)
H (-0.74, -3.07, -4.25)
H (-3.38, -4.08, -5.12)
H (-1.79, -4.84, -5.24)
H (-2.20, -3.62, -6.40)
C (2.39, 5.70, 1.02)
C (2.49, 5.31, 2.47)
O (2.80, 6.09, 3.30)
N (2.14, 4.04, 2.77)
C (1.68, 2.98, 1.85)
H (2.88, 4.91, 0.45)
H (2.85, 6.67, 0.81)
H (1.33, 5.77, 0.78)
H (2.16, 3.79, 3.75)
H (0.85, 3.25, 1.19)
H (1.18, 2.18, 2.40)
H (2.46, 2.56, 1.21)
C (-0.31, -2.61, 3.09)
C (-1.62, -2.10, 3.60)
O (-2.69, -2.78, 3.59)
N (-1.56, -0.87, 4.16)
C (-2.73, -0.18, 4.75)
H (-0.34, -3.11, 2.12)
H (0.14, -3.32, 3.79)
H (0.35, -1.75, 3.08)
H (-0.65, -0.50, 4.38)
H (-3.56, -0.82, 5.02)
H (-3.16, 0.73, 4.32)
H (-2.40, 0.06, 5.76)
C (-3.37, 2.63, -0.30)
C (-3.59, 3.99, -1.03)
O (-2.68, 4.36, -1.72)
N (-4.58, 4.77, -0.81)
C (-5.63, 4.46, 0.07)
H (-3.66, 2.64, 0.75)
H (-2.30, 2.44, -0.28)
H (-3.91, 1.82, -0.78)
H (-4.68, 5.67, -1.25)
H (-5.47, 5.06, 0.97)
H (-5.73, 3.41, 0.36)
H (-6.63, 4.62, -0.31)